7 unconnected molecules or ions with the total composition C43H91ClN5O22S6 at a distorted geometry. Source: the Open Molecules 2025 dataset; level of theory: the ωB97M-V functional and the def2-TZVPD basis.

Summary:
- Kohn-Sham gap: 7.6 eV
- Lowest unoccupied orbital energy: -0.116 Ha
- HOMO energy: -10.76 eV
- Total charge: +1

Geometry as XYZ:
```
168
Properties=species:S:1:pos:R:3:forces:R:3:lowdin_charge:R:1
C 3.845 -0.743 3.423 -0.339 -0.224 -0.024 -0.115
O 3.167 -0.996 2.208 0.280 0.316 0.159 -0.211
C 4.015 -0.834 1.076 -0.437 -0.473 -0.597 -0.222
C 3.661 -1.897 0.020 0.570 0.755 -0.068 -0.159
C 2.787 -1.308 -1.081 -0.922 -0.486 0.064 -0.200
C 1.325 -1.118 -0.614 1.085 -0.736 -0.176 -0.207
C 0.546 -2.439 -0.618 -0.211 1.463 0.552 -0.181
C -0.752 -2.232 0.209 0.727 -0.333 -1.233 -0.193
C -1.733 -1.375 -0.592 -0.830 -0.087 0.241 -0.185
C -3.091 -1.112 0.103 0.431 -0.575 0.063 -0.188
C -3.087 -1.028 1.641 -0.798 0.008 -0.455 -0.170
C -4.374 -0.268 2.074 1.023 -0.084 -0.188 -0.088
C -4.402 1.241 2.411 -1.542 -1.414 0.446 -0.157
N -3.474 2.207 1.724 1.388 0.376 1.041 0.085
C -2.013 2.117 1.829 -0.086 -1.482 0.407 -0.257
C -1.335 1.782 2.977 -1.042 0.202 -0.153 -0.015
C 0.019 1.806 2.876 1.088 -0.304 1.498 -0.025
C 0.676 2.137 1.714 -0.159 -0.067 -0.129 -0.094
N 0.013 2.416 0.605 0.621 0.099 -0.012 0.132
C -1.296 2.391 0.711 -0.779 0.393 -1.864 -0.114
C -3.848 3.530 2.412 -0.788 0.911 -0.518 -0.579
Cl -2.599 4.786 2.496 0.430 -0.469 -0.290 0.890
C -4.924 4.164 1.508 -0.239 -0.269 0.266 -0.247
O -5.207 5.448 1.997 0.216 -0.126 0.298 -0.173
N -6.386 5.971 1.270 -0.362 0.159 -0.390 0.044
O -6.052 6.558 0.340 -0.079 0.011 0.151 0.142
C -4.322 3.147 3.861 0.273 0.877 0.550 -0.283
N -3.530 3.609 4.971 0.027 -0.724 -0.129 0.070
C -4.682 1.614 3.895 -0.402 1.385 -1.078 -0.289
C -4.040 0.726 4.973 0.874 -0.570 -0.438 -0.204
N -4.929 -0.282 5.528 -0.349 0.452 0.136 0.048
C -6.219 1.642 4.068 0.335 -0.369 0.779 -0.086
C -6.560 2.244 5.417 -1.521 -0.398 -2.554 -0.344
C -8.113 2.095 5.795 0.866 -0.440 1.457 0.007
O -7.266 3.366 5.394 1.242 0.944 1.569 -0.066
H 4.069 0.318 3.562 0.139 0.095 -0.041 0.084
H 4.759 -1.336 3.468 0.209 0.089 0.066 0.088
H 3.200 -1.073 4.232 -0.115 0.030 0.072 0.083
H 3.879 0.142 0.596 -0.083 0.248 0.335 0.115
H 5.065 -0.894 1.356 0.092 -0.170 0.249 0.113
H 4.602 -2.252 -0.398 -0.025 -0.191 -0.181 0.100
H 3.175 -2.730 0.520 -0.003 -0.144 0.046 0.110
H 3.169 -0.341 -1.402 0.295 -0.024 -0.132 0.104
H 2.748 -1.977 -1.941 0.294 0.068 -0.208 0.102
H 0.878 -0.364 -1.250 -0.358 0.238 0.157 0.102
H 1.381 -0.828 0.431 -0.255 0.690 0.178 0.089
H 0.319 -2.709 -1.646 0.009 -0.377 -0.073 0.094
H 1.205 -3.165 -0.151 -0.214 -0.423 -0.059 0.108
H -0.471 -1.764 1.150 -0.088 -0.119 0.227 0.098
H -1.150 -3.233 0.367 -0.452 0.070 0.393 0.116
H -1.962 -1.937 -1.497 0.040 0.054 -0.217 0.098
H -1.315 -0.435 -0.942 0.374 0.123 0.231 0.097
H -3.643 -0.257 -0.293 0.384 0.146 -0.303 0.077
H -3.715 -1.975 -0.134 -0.273 0.014 -0.028 0.116
H -3.215 -2.043 2.010 0.188 -0.105 0.177 0.115
H -2.142 -0.694 2.045 0.052 0.500 0.186 0.088
H -4.801 -0.821 2.904 -0.220 0.353 0.298 0.105
H -5.079 -0.379 1.255 -0.085 -0.274 -0.091 0.108
H -5.358 1.531 1.981 0.142 0.279 -0.447 0.127
H -3.674 2.151 0.717 -0.367 0.411 -0.023 0.143
H -1.866 1.556 3.885 0.174 -0.172 0.225 0.104
H 0.607 1.577 3.751 0.120 -0.079 0.087 0.122
H 1.751 2.159 1.721 0.297 0.014 -0.314 0.119
H -1.855 2.630 -0.194 0.097 0.000 -0.133 0.138
H -4.540 4.211 0.485 0.113 0.002 -0.105 0.123
H -5.830 3.550 1.503 -0.063 -0.102 0.035 0.129
H -5.197 3.791 3.940 -0.480 -0.443 0.048 0.140
H -2.557 3.354 4.894 0.146 0.293 0.144 0.067
H -3.650 4.596 5.134 0.226 0.108 -0.018 0.098
H -3.178 0.227 4.516 0.150 0.085 -0.003 0.108
H -3.635 1.318 5.787 -0.150 0.247 0.052 0.098
H -4.978 -1.121 4.973 0.056 -0.118 0.048 0.075
H -4.664 -0.518 6.471 0.022 -0.143 0.046 0.090
H -6.693 0.670 4.047 0.197 -0.234 -0.326 0.125
H -6.680 2.313 3.349 -0.110 -0.110 -0.240 0.129
H -5.856 2.122 6.221 0.146 -0.200 0.444 0.125
H -8.823 2.755 6.299 -1.303 -0.624 -1.049 0.120
H -7.754 1.685 6.793 0.005 1.014 0.328 0.084
O -4.988 1.781 -1.158 0.203 -0.050 0.002 -0.319
S -6.003 1.473 -2.144 -0.794 0.211 0.044 0.570
O -5.744 0.558 -3.202 0.520 -0.142 0.145 -0.243
O -6.556 2.825 -2.740 0.091 0.100 0.266 -0.254
C -5.609 3.778 -3.286 0.409 0.418 -0.480 -0.241
C -5.136 3.386 -4.670 0.023 -0.328 0.039 -0.063
C -7.473 0.981 -1.312 0.007 0.019 0.166 -0.108
H -4.770 3.907 -2.600 -0.068 -0.162 0.111 0.107
H -6.138 4.727 -3.331 -0.237 -0.123 0.147 0.125
H -4.524 2.485 -4.638 0.023 0.017 0.002 0.075
H -4.540 4.187 -5.104 -0.045 0.061 0.048 0.087
H -5.984 3.179 -5.321 -0.021 0.097 -0.010 0.091
H -7.699 1.706 -0.534 -0.029 0.025 -0.021 0.072
H -7.288 0.002 -0.875 0.047 -0.024 -0.056 0.078
H -8.280 0.923 -2.037 0.022 -0.003 -0.034 0.084
O 0.933 -3.381 -4.143 0.214 -0.230 0.057 -0.285
S -0.044 -3.664 -5.152 -0.443 0.308 -0.017 0.558
O 0.195 -4.661 -6.145 0.228 -0.216 0.086 -0.265
O -0.427 -2.301 -5.861 -0.069 0.061 0.093 -0.260
C 0.682 -1.522 -6.378 0.533 0.395 -0.481 -0.243
C 1.189 -2.061 -7.699 0.021 -0.286 -0.013 -0.064
C -1.599 -3.979 -4.392 -0.096 0.042 0.053 -0.116
H 1.481 -1.471 -5.637 -0.094 -0.122 0.092 0.112
H 0.307 -0.511 -6.517 -0.269 -0.081 0.146 0.120
H 1.657 -3.036 -7.572 0.017 0.013 0.003 0.071
H 1.928 -1.382 -8.124 -0.036 0.098 0.083 0.073
H 0.368 -2.185 -8.406 -0.016 0.083 -0.003 0.086
H -1.804 -3.191 -3.672 0.014 0.021 -0.012 0.054
H -1.527 -4.942 -3.890 0.072 -0.015 -0.031 0.079
H -2.365 -4.013 -5.162 0.018 -0.005 -0.025 0.077
O 5.494 -1.449 -5.297 -0.175 0.265 0.168 -0.275
S 5.986 -2.372 -4.318 0.422 -0.505 -0.107 0.565
O 5.349 -2.487 -3.041 -0.266 0.183 0.056 -0.276
O 7.534 -2.119 -4.101 0.041 -0.005 -0.132 -0.250
C 7.969 -0.780 -3.796 0.175 0.520 0.302 -0.242
C 7.724 -0.417 -2.345 -0.253 -0.102 0.070 -0.068
C 6.121 -3.972 -5.030 0.010 -0.113 -0.066 -0.106
H 7.492 -0.067 -4.471 -0.099 -0.137 -0.071 0.107
H 9.036 -0.758 -4.007 -0.015 -0.248 -0.107 0.125
H 6.657 -0.342 -2.132 0.001 0.014 -0.014 0.064
H 8.187 0.542 -2.112 0.061 -0.013 -0.058 0.082
H 8.134 -1.181 -1.685 0.078 0.019 -0.023 0.088
H 6.651 -3.892 -5.974 0.010 0.016 0.000 0.081
H 5.110 -4.341 -5.193 -0.038 0.081 0.020 0.083
H 6.654 -4.617 -4.335 0.070 0.065 0.013 0.048
O 5.096 2.682 -7.951 -0.009 -0.062 -0.282 -0.265
S 4.019 2.191 -7.151 0.056 0.109 0.639 0.567
O 3.283 1.032 -7.545 -0.074 -0.165 -0.286 -0.278
O 3.002 3.383 -6.873 0.005 0.064 0.075 -0.266
C 2.506 4.120 -8.009 -0.308 0.219 -0.478 -0.252
C 1.409 3.373 -8.742 0.085 -0.268 0.006 -0.074
C 4.567 1.970 -5.495 0.081 0.063 0.101 -0.116
H 3.328 4.375 -8.679 0.111 -0.118 0.096 0.116
H 2.113 5.053 -7.610 0.102 -0.061 0.242 0.120
H 1.799 2.481 -9.230 0.012 0.015 -0.018 0.072
H 0.963 4.011 -9.505 0.017 0.065 0.039 0.081
H 0.633 3.052 -8.047 -0.031 0.084 0.008 0.081
H 5.083 2.871 -5.174 -0.018 0.030 -0.027 0.076
H 5.246 1.118 -5.489 -0.085 -0.067 -0.083 0.051
H 3.706 1.767 -4.864 -0.011 -0.036 -0.023 0.077
O 8.495 -5.398 -2.371 0.109 0.233 0.113 -0.278
S 7.728 -6.154 -1.427 -0.401 -0.503 -0.155 0.560
O 7.456 -5.648 -0.120 0.152 0.300 0.030 -0.270
O 8.352 -7.607 -1.303 0.006 -0.049 -0.097 -0.261
C 9.761 -7.716 -1.005 0.594 -0.060 0.271 -0.247
C 10.056 -7.483 0.463 -0.192 0.216 0.073 -0.072
C 6.208 -6.635 -2.174 -0.075 -0.019 -0.073 -0.121
H 10.332 -7.036 -1.638 -0.172 0.083 -0.060 0.115
H 10.045 -8.729 -1.282 -0.256 -0.042 -0.113 0.122
H 9.867 -6.447 0.743 0.021 0.006 -0.011 0.071
H 11.100 -7.708 0.678 0.004 -0.056 -0.063 0.082
H 9.420 -8.110 1.087 0.049 -0.075 -0.019 0.085
H 6.417 -7.070 -3.147 0.021 -0.025 0.012 0.076
H 5.600 -5.738 -2.280 0.045 0.044 0.063 0.070
H 5.711 -7.352 -1.526 0.011 0.007 0.022 0.077
O -1.276 0.550 10.213 -0.178 -0.148 -0.092 -0.275
S -1.714 1.789 10.778 0.313 0.324 0.167 0.572
O -3.018 1.911 11.345 -0.155 -0.200 -0.011 -0.267
O -1.520 2.936 9.685 0.156 0.043 -0.011 -0.258
C -2.095 2.709 8.390 -0.367 -0.017 -0.508 -0.265
C -3.590 2.959 8.372 -0.178 -0.203 0.300 -0.073
C -0.522 2.372 11.930 0.102 0.074 -0.002 -0.117
H -1.856 1.700 8.046 0.062 -0.035 0.167 0.109
H -1.598 3.406 7.714 0.163 0.080 0.200 0.117
H -4.121 2.215 8.967 0.037 0.006 0.033 0.077
H -3.966 2.912 7.351 0.091 0.105 -0.042 0.028
H -3.824 3.936 8.792 0.029 0.041 -0.064 0.093
H 0.461 2.328 11.472 -0.005 -0.012 -0.018 0.076
H -0.565 1.719 12.799 -0.065 -0.045 -0.029 0.081
H -0.777 3.390 12.213 -0.039 -0.005 -0.004 0.078
```
Positions in Å, forces in eV/Å.